[1]
A single CH3O4P molecule, computed with ωB97M-V/def2-TZVPD.

Element x y z (Å)
C 1.177 -0.058 0.086
O -1.162 -0.666 1.460
O -1.107 1.047 -0.592
O -1.174 2.127 -0.018
O -0.917 -1.510 -1.060
P -0.657 -0.630 0.093
H 1.152 -0.007 -0.964
H 1.177 0.739 0.681
H 1.512 -1.041 0.314

Computed properties:
HOMO-LUMO gap (alpha / beta) = 0.2396 / 0.2766 hartree
Energy relative to the best compared isomer or geometry (same formula, charge and spin) = 652.2 kJ/mol

---

[2]
A single C2H2BrN molecule, computed with ωB97M-V/def2-TZVPD.

Element x y z (Å)
N -1.462 1.312 -1.322
C -0.726 0.784 -0.636
C 0.498 -0.232 0.337
Br -0.279 -1.934 0.666
H 1.372 -0.272 -0.295
H 0.598 0.342 1.250

Computed properties:
HOMO-LUMO gap = 0.4159 hartree
Energy relative to the best compared isomer or geometry (same formula, charge and spin) = 112.8 kJ/mol
SMILES = N#CCBr

---

[3]
C29H49F6N4OPPtSi2 as an isolated structure, computed with ωB97M-V/def2-TZVPD.

Element x y z (Å)
Pt 1.181 0.042 -0.985
C -1.108 -2.970 -1.685
Si 0.165 -1.673 -2.389
C 1.234 -2.748 -3.575
C -0.992 -0.471 -3.424
C -1.959 -1.049 -4.241
C -2.871 -0.279 -4.938
C -2.813 1.099 -4.843
C -1.834 1.685 -4.064
C -0.922 0.921 -3.344
Si 0.466 1.934 -2.395
C 1.467 2.718 -3.841
C -0.413 3.453 -1.544
H -1.588 -3.510 -2.493
H -1.889 -2.501 -1.097
H -0.616 -3.704 -1.059
H 0.613 -3.261 -4.307
H 1.777 -3.505 -3.016
H 1.962 -2.151 -4.111
H -1.996 -2.124 -4.343
H -3.623 -0.752 -5.553
H -3.511 1.717 -5.388
H -1.775 2.761 -4.018
H 0.812 3.296 -4.489
H 1.937 1.947 -4.442
H 2.256 3.367 -3.480
H -1.259 3.780 -2.142
H 0.289 4.278 -1.473
H -0.778 3.253 -0.541
C 4.899 -1.129 -1.587
C 4.305 -0.006 -2.455
O 2.966 0.063 -2.425
C 4.745 -0.247 -3.925
F 6.074 -0.375 -4.067
F 4.216 -1.383 -4.397
F 4.365 0.727 -4.754
C 4.940 1.336 -1.994
F 4.640 1.582 -0.712
F 4.525 2.396 -2.693
F 6.282 1.335 -2.074
H 4.474 -2.076 -1.913
H 4.609 -0.947 -0.553
H 5.980 -1.157 -1.672
N 0.925 0.072 1.017
P -0.259 -0.131 2.015
N -1.858 -0.127 1.417
C -2.935 -1.002 1.838
C -4.267 -0.250 1.827
C -4.533 0.273 0.419
C -3.379 1.178 -0.006
C -2.067 0.402 0.084
N -0.139 1.039 3.206
C 0.377 2.345 2.799
C 0.409 3.271 4.006
C -1.017 3.556 4.496
C -1.938 2.358 4.233
C -1.129 1.067 4.267
N -0.248 -1.573 2.909
C -0.329 -2.751 2.058
C 1.052 -3.352 1.832
C 1.604 -3.899 3.152
C 1.043 -3.104 4.338
C 0.765 -1.655 3.960
H -2.717 -1.392 2.832
H -3.021 -1.854 1.151
H -4.244 0.583 2.532
H -5.060 -0.932 2.136
H -5.478 0.819 0.373
H -4.607 -0.571 -0.272
H -3.339 2.046 0.654
H -3.520 1.533 -1.028
H -1.216 1.049 -0.153
H -2.096 -0.411 -0.656
H -0.238 2.801 2.011
H 1.376 2.191 2.387
H 0.907 4.204 3.742
H 0.991 2.794 4.796
H -1.418 4.434 3.990
H -0.997 3.779 5.563
H -2.405 2.443 3.250
H -2.733 2.313 4.979
H -1.774 0.195 4.153
H -0.620 0.989 5.236
H -0.753 -2.445 1.099
H -0.998 -3.485 2.523
H 1.698 -2.563 1.437
H 0.992 -4.144 1.086
H 2.693 -3.844 3.147
H 1.328 -4.951 3.266
H 1.747 -3.122 5.171
H 0.117 -3.563 4.688
H 1.694 -1.165 3.641
H 0.386 -1.120 4.836

Computed properties:
HOMO-LUMO gap = 0.2641 hartree
Energy relative to the best compared isomer or geometry (same formula, charge and spin) = 258.0 kJ/mol

---

[4]
C18H39N2O6PW as an isolated structure, computed with ωB97M-V/def2-TZVPD.

Element x y z (Å)
W -0.188 -0.161 -0.903
C 2.352 -2.037 0.420
C 2.865 -0.629 0.371
O 2.089 0.053 -0.662
C 2.520 1.426 -0.858
C 1.804 2.283 0.160
O 0.419 1.839 0.181
C -0.536 2.924 0.076
C -1.905 2.327 0.192
O -2.000 1.274 -0.807
C -3.347 0.770 -0.974
C -3.196 -0.545 -1.702
O -2.079 -1.279 -1.123
C -2.361 -2.137 0.028
C -2.315 -1.323 1.299
O -1.110 -0.512 1.264
C -0.191 -0.772 2.354
C 0.537 -2.058 2.040
O 0.937 -1.994 0.651
H 2.866 -2.619 1.184
H 2.505 -2.525 -0.542
H 3.918 -0.603 0.089
H 2.735 -0.116 1.327
H 2.246 1.694 -1.874
H 3.602 1.498 -0.753
H 1.866 3.333 -0.123
H 2.210 2.174 1.166
H -0.399 3.429 -0.883
H -0.374 3.637 0.886
H -2.660 3.088 -0.009
H -2.075 1.899 1.182
H -3.930 1.476 -1.568
H -3.824 0.666 -0.001
H -2.935 -0.387 -2.747
H -4.103 -1.147 -1.652
H -1.567 -2.885 0.021
H -3.322 -2.633 -0.105
H -2.313 -1.990 2.162
H -3.167 -0.656 1.406
H -0.733 -0.829 3.299
H 0.481 0.085 2.390
H -0.106 -2.930 2.157
H 1.399 -2.183 2.695
C 1.958 -1.636 -3.426
P 0.437 -2.045 -2.520
C -0.845 -2.110 -3.812
C 0.654 -3.787 -2.036
H 2.106 -2.406 -4.187
H 2.833 -1.627 -2.777
H 1.873 -0.669 -3.918
H -0.445 -2.690 -4.646
H -1.105 -1.116 -4.175
H -1.740 -2.616 -3.452
H 0.402 -4.383 -2.915
H 0.013 -4.098 -1.213
H 1.692 -3.988 -1.773
C -0.983 3.575 -4.639
N -0.294 2.262 -4.632
C 0.236 1.780 -5.932
C -0.169 1.583 -3.567
N -0.034 0.926 -2.597
H -0.299 4.332 -5.021
H -1.301 3.849 -3.637
H -1.848 3.519 -5.299
H 0.946 2.510 -6.317
H -0.591 1.685 -6.635
H 0.731 0.819 -5.815

Computed properties:
Charge = +4
HOMO-LUMO gap (alpha / beta) = 0.2752 / 0.3037 hartree
Expectation value of S² = 2.016
Multiplicity = 3

---

[5]
A 4-piece molecular cluster, CH11N2O3 overall, computed with ωB97M-V/def2-TZVPD.

Element x y z (Å)
N -0.491 -0.017 -1.227
C 0.328 0.780 -1.914
N 1.620 0.575 -1.868
H -0.032 -0.687 -0.574
H -1.474 0.226 -1.035
H -0.073 1.441 -2.673
H 2.244 1.114 -2.472
H 2.006 -0.077 -1.157
H -3.114 1.808 0.602
H -3.220 0.544 1.483
O -2.579 1.101 0.999
H 2.605 -1.118 0.846
H 1.115 -1.003 1.277
O 1.725 -0.883 0.512
H -0.505 -0.444 2.858
H -0.765 -1.940 2.695
O -0.273 -1.200 2.305

Computed properties:
Charge = +2
HOMO-LUMO gap (alpha / beta) = 0.3513 / 0.1479 hartree
Expectation value of S² = 0.785
Energy relative to the best compared isomer or geometry (same formula, charge and spin) = 19.3 kJ/mol
Multiplicity = 2

---

[6]
C19H22Br54NO5PS as an isolated structure, computed with ωB97M-V/def2-TZVPD.

Element x y z (Å)
N -1.081 6.149 -1.586
P -0.658 4.896 -2.343
O 0.840 4.462 -2.082
O -0.716 4.943 -3.924
O -1.456 3.532 -1.951
C -2.784 3.346 -2.162
O -3.485 2.866 -1.328
O -3.181 3.683 -3.396
S -4.113 5.100 -3.581
H -1.758 6.001 -0.849
H 1.222 3.758 -2.620
H 0.154 5.040 -4.329
H -4.074 5.473 -2.297
C -4.088 -0.498 -2.287
Br -2.742 -1.475 -1.329
Br -3.438 0.035 -4.016
Br -5.717 -1.508 -2.410
H -4.300 0.405 -1.731
C -0.323 -1.539 1.641
Br -0.072 0.038 0.582
Br 0.077 -3.139 0.651
Br 0.672 -1.442 3.273
H -1.372 -1.598 1.901
C 3.730 5.400 -1.020
Br 3.757 6.842 -2.290
Br 4.337 3.758 -1.822
Br 4.740 5.817 0.557
H 2.701 5.254 -0.726
C -7.402 -2.530 1.483
Br -8.263 -0.831 1.230
Br -7.891 -3.778 0.108
Br -5.492 -2.335 1.598
H -7.746 -2.934 2.423
C 4.002 -3.214 1.906
Br 4.160 -1.640 0.820
Br 4.452 -4.800 0.923
Br 5.028 -3.057 3.519
H 2.960 -3.299 2.186
C 6.951 -6.303 5.463
Br 8.524 -5.238 5.198
Br 5.655 -5.398 6.558
Br 6.225 -6.818 3.763
H 7.234 -7.208 5.980
C 4.491 -10.959 4.372
Br 4.393 -10.032 2.691
Br 5.624 -10.055 5.638
Br 2.743 -11.268 5.102
H 4.937 -11.924 4.182
C 0.022 -2.919 7.374
Br -1.285 -3.615 6.153
Br 1.814 -3.249 6.762
Br -0.270 -1.050 7.714
H -0.101 -3.445 8.309
C 3.228 -7.833 -2.179
Br 4.666 -8.365 -1.011
Br 2.079 -6.564 -1.312
Br 3.897 -7.158 -3.846
H 2.643 -8.715 -2.394
C 7.435 0.137 0.267
Br 8.938 -0.306 1.380
Br 6.301 1.421 1.130
Br 7.996 0.744 -1.468
H 6.858 -0.766 0.127
C -3.231 -5.952 -1.856
Br -1.679 -6.387 -0.802
Br -4.452 -4.825 -0.895
Br -2.738 -5.177 -3.539
H -3.737 -6.883 -2.068
C -9.593 3.066 0.963
Br -9.673 3.811 -0.803
Br -8.633 4.213 2.168
Br -11.348 2.660 1.638
H -9.052 2.134 0.897
C -4.276 0.651 3.553
Br -2.810 0.021 4.628
Br -5.379 1.901 4.504
Br -3.671 1.376 1.883
H -4.893 -0.206 3.326
C 4.300 10.788 -2.525
Br 5.805 11.964 -2.723
Br 2.865 11.661 -1.591
Br 3.717 10.103 -4.223
H 4.618 9.945 -1.927
C -12.485 6.806 -2.321
Br -12.984 8.554 -2.945
Br -11.051 6.076 -3.377
Br -12.069 6.819 -0.447
H -13.340 6.160 -2.457
C 10.157 -3.846 1.011
Br 11.646 -4.819 1.744
Br 10.404 -3.482 -0.860
Br 8.500 -4.746 1.352
H 10.118 -2.895 1.522
C -2.949 -9.111 -5.863
Br -3.663 -7.453 -6.518
Br -1.475 -9.716 -6.933
Br -2.459 -9.008 -4.004
H -3.732 -9.850 -5.944
C 3.642 15.040 -2.963
Br 4.968 16.430 -3.008
Br 2.100 15.561 -1.942
Br 3.158 14.468 -4.731
H 4.085 14.190 -2.465

Computed properties:
HOMO-LUMO gap = 0.3410 hartree

---

[7]
C19H13AuCl3GeN7OS as an isolated structure, computed with ωB97M-V/def2-TZVPD.

Element x y z (Å)
Au 1.034 -1.404 1.666
O 1.762 -2.349 3.243
N 3.096 -2.175 3.464
C 3.608 -2.948 4.446
C 4.922 -2.810 4.791
C 5.702 -1.868 4.117
C 5.149 -1.101 3.120
C 3.803 -1.261 2.784
S 3.042 -0.344 1.517
H 2.905 -3.634 4.893
H 5.329 -3.430 5.575
H 6.746 -1.746 4.371
H 5.731 -0.370 2.577
N -1.665 3.059 -3.226
C -2.472 3.318 -4.313
C -2.742 4.488 -5.023
C -3.608 4.366 -6.086
C -4.191 3.130 -6.438
C -3.922 1.983 -5.732
C -3.044 2.084 -4.646
N -2.599 1.107 -3.782
C -1.793 1.721 -2.959
C -1.093 1.024 -1.887
C -0.154 1.633 -1.055
C 0.466 0.899 -0.074
N 0.199 -0.406 0.113
C -0.716 -1.007 -0.674
C -1.364 -0.328 -1.674
H -1.133 3.739 -2.713
H -2.302 5.439 -4.757
H -3.851 5.242 -6.672
H -4.864 3.094 -7.283
H -4.366 1.032 -5.992
H 0.111 2.677 -1.149
H 1.180 1.360 0.593
H -0.913 -2.048 -0.472
H -2.088 -0.833 -2.295
N -0.689 -2.427 1.904
C -0.814 -3.512 2.399
N -0.915 -4.576 2.998
C -1.217 -5.818 2.673
N -1.463 -6.923 2.458
Cl -1.231 1.157 3.180
Ge -0.172 -0.050 4.623
Cl -1.178 -0.036 6.498
Cl 1.772 0.852 4.897

Computed properties:
Charge = +1
HOMO-LUMO gap (alpha / beta) = 0.2276 / 0.2166 hartree
Expectation value of S² = 0.753
Energy relative to the best compared isomer or geometry (same formula, charge and spin) = 115.9 kJ/mol
Multiplicity = 2

---

[8]
A single C22H26N4O3 molecule, computed with ωB97M-V/def2-TZVPD.

Element x y z (Å)
C -0.526 3.997 2.999
N -0.394 2.569 2.948
C 0.275 1.754 3.815
C 1.084 2.231 4.969
C 2.442 2.751 4.429
N 2.870 1.981 3.285
C 2.547 2.412 2.033
O 2.291 3.578 1.776
C 2.520 1.366 1.007
C 2.173 1.460 -0.318
C 2.173 0.143 -0.817
C 2.513 -0.657 0.235
O 2.728 0.068 1.334
N 0.305 0.505 3.433
C -0.341 0.466 2.227
C -0.506 -0.592 1.344
C -1.100 -0.313 0.126
N -1.241 -1.288 -0.872
C -0.569 -2.461 -1.006
O 0.231 -2.895 -0.205
C -0.872 -3.195 -2.309
C -0.065 -2.542 -3.442
C -0.530 -3.098 -4.784
C -1.977 -2.678 -5.086
C -2.750 -2.333 -3.809
C -2.370 -3.274 -2.667
C -1.573 0.976 -0.174
C -1.427 2.029 0.702
C -0.785 1.769 1.901
H -1.462 4.289 2.524
H 0.309 4.466 2.470
H -0.534 4.335 4.034
H 0.582 3.015 5.535
H 1.252 1.373 5.620
H 3.202 2.701 5.212
H 2.347 3.783 4.085
H 2.907 0.979 3.416
H 1.947 2.364 -0.844
H 1.949 -0.172 -1.815
H 2.603 -1.722 0.315
H -0.146 -1.576 1.584
H -1.826 -1.011 -1.647
H -0.488 -4.210 -2.167
H -0.188 -1.457 -3.430
H 0.995 -2.754 -3.292
H 0.131 -2.753 -5.580
H -0.458 -4.186 -4.748
H -1.985 -1.810 -5.748
H -2.484 -3.489 -5.611
H -2.550 -1.295 -3.534
H -3.822 -2.409 -4.000
H -2.979 -3.061 -1.786
H -2.605 -4.293 -2.980
H -2.048 1.147 -1.130
H -1.775 3.017 0.443

Computed properties:
HOMO-LUMO gap = 0.3122 hartree
Energy relative to the best compared isomer or geometry (same formula, charge and spin) = 123.6 kJ/mol
SMILES = Cn1c(CCNC(=O)c2ccco2)nc2cc(NC(=O)C3CCCCC3)ccc21

---

[9]
A single C19H20N2O6S2 molecule, computed with ωB97M-V/def2-TZVPD.

Element x y z (Å)
C 0.603 6.169 1.363
O -0.037 5.602 0.229
C -0.543 4.343 0.284
C -0.586 3.574 1.467
C -0.994 2.243 1.406
C -1.437 1.699 0.188
S -1.915 -0.065 0.071
O -3.081 -0.280 -0.808
O -2.032 -0.712 1.406
N -0.497 -0.770 -0.664
C -0.415 -1.008 -2.108
C -1.262 -2.179 -2.595
C -1.667 -3.331 -1.849
C -2.382 -4.087 -2.738
C -2.833 -5.491 -2.435
O -2.444 -3.459 -3.945
N -1.800 -2.206 -3.810
C 0.571 -1.099 0.328
C 1.975 -0.616 -0.089
C 2.794 -0.221 1.105
C 3.668 -1.078 1.759
C 4.300 -0.403 2.869
C 3.941 0.924 2.969
S 2.801 1.421 1.780
C 0.506 -2.609 0.729
O 1.389 -3.350 0.305
O -0.585 -2.986 1.464
C -1.471 2.527 -0.960
C -1.034 3.832 -0.916
H 0.832 7.236 1.158
H -0.065 6.153 2.215
H 1.494 5.579 1.567
H -0.271 3.929 2.435
H -1.004 1.675 2.325
H -0.694 -0.064 -2.620
H 0.607 -1.199 -2.370
H -1.441 -3.628 -0.820
H -3.907 -5.625 -2.615
H -2.245 -6.110 -3.105
H -2.665 -5.769 -1.396
H 0.373 -0.567 1.260
H 2.494 -1.323 -0.775
H 1.872 0.285 -0.733
H 3.819 -2.136 1.471
H 5.011 -0.848 3.592
H 4.333 1.599 3.737
H -1.170 -2.204 1.551
H -1.844 2.133 -1.904
H -1.064 4.501 -1.778

Computed properties:
HOMO-LUMO gap = 0.3374 hartree
Energy relative to the best compared isomer or geometry (same formula, charge and spin) = 251.6 kJ/mol
SMILES = COc1ccc(S(=O)(=O)N(Cc2cc(C)on2)[C@H](Cc2cccs2)C(=O)O)cc1

---

Number 1: energy -682.0459 Eh, maximum force 5.87 eV Å⁻¹. Number 2: energy -2706.1100 Eh, maximum force 6.14 eV Å⁻¹. Number 3: energy -3067.6186 Eh, maximum force 3.35 eV Å⁻¹. Number 4: energy -1677.0780 Eh, maximum force 1.92 eV Å⁻¹. Number 5: energy -379.1751 Eh, maximum force 1.67 eV Å⁻¹. Number 6: energy -140904.3074 Eh, maximum force 0.60 eV Å⁻¹. Number 7: energy -5181.5454 Eh, maximum force 0.61 eV Å⁻¹. Number 8: energy -1298.7401 Eh, maximum force 1.30 eV Å⁻¹. Number 9: energy -2093.2524 Eh, maximum force 3.07 eV Å⁻¹.